Record 1
{
  "formula": "C2H8",
  "method": "ωB97M-V/def2-TZVPD",
  "symbols": ["C", "H", "H", "H", "H", "C", "H", "H", "H", "H"],
  "xyz": [[1.236936, 0.519221, 0.339913], [0.597700, -0.374033, 0.280902], [2.294052, 0.217352, 0.302670], [1.040087, 1.049618, 1.283270], [1.015902, 1.184909, -0.507439], [-1.237004, -0.519232, -0.339806], [-1.171476, 0.177381, 0.508981], [-1.381074, 0.048775, -1.270728], [-2.087677, -1.200470, -0.190551], [-0.307447, -1.103522, -0.407212]],
  "forces_ev_per_angstrom": [[0.8, -0.1, 0.3], [1.8, 1.3, 0.6], [-0.3, 0.3, 0.0], [0.1, -0.1, -0.3], [0.0, -0.3, 0.3], [-1.1, -0.5, -0.2], [-0.2, -0.4, -0.4], [0.1, -0.2, 0.3], [0.2, 0.3, -0.1], [-1.4, -0.2, -0.4]],
  "multiplicity": 1,
  "e_above_lowest_ev": 0.824,
  "gap_ha": 0.4663
}

***

Record 2
{
  "formula": "C2H8AgIN4O2",
  "method": "ωB97M-V/def2-TZVPD",
  "symbols": ["Ag", "I", "C", "O", "N", "N", "H", "H", "H", "H", "C", "O", "N", "N", "H", "H", "H", "H"],
  "xyz": [[4.243154, -0.647002, 2.132735], [2.346299, 0.912271, 0.432074], [0.445702, -3.291076, 1.406272], [1.289461, -3.772259, 2.096489], [-0.574919, -3.945895, 1.058686], [0.468147, -2.104258, 0.812055], [-0.883752, -4.795261, 1.509576], [-1.144323, -3.593396, 0.302630], [-0.312401, -1.862158, 0.218580], [1.236004, -1.473569, 0.992968], [-1.381942, 3.351890, -1.292188], [-2.438815, 3.885408, -1.240550], [-0.662268, 3.224541, -2.420856], [-0.729768, 2.704495, -0.353906], [-1.023815, 3.583310, -3.293027], [0.323054, 3.070060, -2.261593], [0.072567, 2.139525, -0.593011], [-1.272385, 2.613370, 0.493067]],
  "forces_ev_per_angstrom": [[-0.4, 0.1, -0.3], [0.7, -0.2, 0.3], [2.1, 0.4, 0.3], [2.9, 0.0, 2.4], [-6.1, -3.4, -2.0], [0.8, 2.9, -0.9], [0.4, 0.2, -0.1], [-0.2, -0.4, 0.4], [0.5, 0.6, 0.2], [-0.6, -0.3, -0.2], [0.4, 0.1, -2.8], [-2.1, 0.9, 0.9], [1.0, 0.1, -2.1], [0.6, -1.1, 4.0], [0.4, 0.1, 0.3], [-0.2, 0.3, -1.0], [-0.8, 0.0, 0.4], [0.6, -0.4, 0.2]],
  "multiplicity": 2,
  "e_above_lowest_ev": 0.000,
  "charge": 1,
  "gap_ha": [0.2182, 0.1316]
}

***

Record 3
{
  "formula": "C2H8BN",
  "method": "ωB97M-V/def2-TZVPD",
  "symbols": ["B", "C", "C", "N", "H", "H", "H", "H", "H", "H", "H", "H"],
  "xyz": [[-1.806406, -0.695891, 1.169210], [1.621310, -0.967926, -0.257672], [-0.966359, 1.284574, -0.294797], [-1.224242, 0.113417, 0.441255], [-1.660460, -1.516288, 1.949651], [2.086018, 0.026030, -0.631674], [1.277308, -0.381184, 0.479304], [1.042665, -1.166613, -1.194527], [2.458267, -1.500668, -0.049721], [-2.025967, 1.570733, -0.699152], [-0.516880, 2.170219, 0.152635], [-0.285255, 1.063598, -1.064512]],
  "forces_ev_per_angstrom": [[1.5, -0.2, 0.2], [0.5, 3.4, -5.2], [-2.9, 0.5, -0.8], [-0.5, 1.2, 0.4], [-0.9, -0.8, 0.6], [0.3, -1.2, -0.4], [-2.6, 0.5, 3.4], [0.0, -0.6, 1.6], [2.0, -2.2, 0.6], [2.2, 0.0, 0.2], [-0.3, -0.3, 1.0], [0.6, -0.3, -1.5]],
  "multiplicity": 1,
  "e_above_lowest_ev": 3.184,
  "gap_ha": 0.3890
}

***

Record 4
{
  "formula": "C2H8BN",
  "method": "ωB97M-V/def2-TZVPD",
  "symbols": ["B", "C", "C", "N", "H", "H", "H", "H", "H", "H", "H", "H"],
  "xyz": [[-1.201906, 1.250168, 0.884528], [1.456038, 0.473807, -1.067927], [-0.770095, -1.172745, 0.179173], [-0.632245, 0.247025, 0.205413], [-0.869455, 2.366195, 0.809990], [-2.107893, 0.931211, 1.579962], [2.049891, -0.055814, -0.358682], [1.070337, -0.023307, -1.937683], [1.486882, 1.543371, -1.081470], [-0.744228, -1.594565, 1.192674], [-1.710234, -1.467321, -0.297990], [0.038707, -1.641656, -0.380711]],
  "forces_ev_per_angstrom": [[-0.2, 0.3, 0.2], [-1.9, 0.3, 0.8], [-0.1, -0.4, 0.1], [2.0, -0.6, -1.3], [0.3, 0.6, -0.1], [-0.4, -0.1, 0.3], [0.3, -0.3, 0.3], [0.0, -0.2, -0.1], [0.1, 0.3, 0.0], [0.0, 0.1, -0.1], [0.0, 0.0, 0.0], [-0.1, 0.0, 0.0]],
  "multiplicity": 1,
  "e_above_lowest_ev": 4.489,
  "gap_ha": [0.3432, 0.3082]
}

***

Record 5
{
  "formula": "C2H8BrN4O2Y",
  "method": "ωB97M-V/def2-TZVPD",
  "symbols": ["Y", "Br", "C", "O", "N", "N", "H", "H", "H", "H", "C", "O", "N", "N", "H", "H", "H", "H"],
  "xyz": [[1.077643, 3.469885, -1.945357], [0.681531, 0.805186, -0.921069], [-2.813990, -1.093259, -2.175330], [-3.949225, -1.459401, -2.523707], [-2.384895, -1.018140, -0.921701], [-1.861149, -0.678342, -3.006975], [-2.934779, -1.308818, -0.125935], [-1.529009, -0.487760, -0.842618], [-0.979819, -0.240097, -2.780468], [-1.988993, -0.794699, -4.002070], [2.323741, 0.218520, 2.858297], [2.781388, -0.144455, 3.955168], [2.578149, 1.344524, 2.191107], [1.447550, -0.519507, 2.238824], [3.394979, 1.848322, 2.505842], [1.915473, 1.684695, 1.509014], [1.179924, -1.411146, 2.630556], [1.061480, -0.215509, 1.356423]],
  "forces_ev_per_angstrom": [[-0.5, -3.2, 1.2], [0.7, 3.4, -1.5], [-3.2, -0.8, -0.3], [1.9, 0.3, 0.3], [0.6, 0.2, 2.0], [1.5, 1.0, -3.4], [0.1, 0.2, -0.2], [-0.5, -0.5, 0.9], [-0.4, -0.6, 0.4], [-0.4, -0.1, 0.2], [0.7, -1.4, 3.2], [0.2, 1.2, -1.6], [1.6, 2.1, -0.3], [-2.5, -2.2, -1.6], [-0.4, 0.4, -0.2], [0.5, 0.1, 0.4], [-0.1, 0.2, 0.0], [0.1, -0.5, 0.4]],
  "multiplicity": 1,
  "e_above_lowest_ev": 4.505,
  "charge": 2,
  "gap_ha": 0.0811
}

***

Record 6
{
  "formula": "C2H8Cl2O2Ti",
  "method": "ωB97M-V/def2-TZVPD",
  "symbols": ["Ti", "Cl", "Cl", "C", "O", "H", "H", "H", "H", "C", "O", "H", "H", "H", "H"],
  "xyz": [[1.942557, -0.984421, -1.066195], [5.394307, 0.909909, -2.773195], [1.195337, -4.673891, -3.025995], [-0.198843, -1.214921, 3.798255], [0.968007, -1.272691, 2.987855], [-0.093663, -1.784331, 4.721735], [-0.565573, -0.200791, 3.956855], [-0.955103, -1.670371, 3.158945], [1.740577, -1.170881, 3.548535], [-1.543363, 2.230879, -2.839275], [-1.198273, 1.388899, -1.718475], [-0.560003, 2.457119, -3.251505], [-2.168833, 1.873549, -3.657325], [-1.933913, 3.139699, -2.381445], [-2.023223, 0.972239, -1.458765]],
  "forces_ev_per_angstrom": [[0.5, -0.4, -0.8], [-0.6, -0.2, 0.4], [0.0, 0.6, 0.4], [-0.4, -0.3, -1.0], [0.2, 0.2, 0.3], [-0.1, 0.1, 0.0], [0.4, 0.2, 0.4], [-0.2, -0.3, 0.3], [0.1, 0.1, 0.0], [1.6, 0.8, 0.9], [-0.9, -0.6, -0.8], [-0.2, 0.3, -0.3], [-0.2, -0.6, 0.5], [-0.3, 0.2, -0.5], [0.0, -0.2, 0.3]],
  "multiplicity": 4,
  "charge": -1,
  "gap_ha": [0.2277, 0.2066]
}

***

Record 7
{
  "formula": "C2H8F6O10S2Zn",
  "method": "ωB97M-V/def2-TZVPD",
  "symbols": ["Zn", "C", "F", "F", "F", "S", "O", "O", "O", "C", "F", "F", "F", "S", "O", "O", "O", "O", "H", "H", "O", "H", "H", "O", "H", "H", "O", "H", "H"],
  "xyz": [[-0.285093, 1.113624, -0.171826], [1.102382, -2.603241, -2.031875], [2.322204, -2.154769, -1.749801], [1.165278, -3.416112, -3.081825], [0.641313, -3.286957, -0.983945], [-0.010752, -1.200660, -2.407456], [0.229715, -0.906310, -3.788145], [-1.345907, -1.635833, -2.038837], [0.477560, -0.155672, -1.492276], [0.369185, -1.553101, 2.898164], [-0.791691, -1.058993, 3.379709], [0.921759, -2.337285, 3.826796], [0.083492, -2.293980, 1.816117], [1.525997, -0.212021, 2.435922], [2.720919, -0.895986, 2.057724], [0.803920, 0.402663, 1.309799], [1.561151, 0.644024, 3.577034], [1.122770, 2.645830, -0.635571], [1.837752, 3.034461, -0.121398], [1.137755, 3.074359, -1.496569], [-1.272876, 2.393262, 1.209895], [-2.131770, 2.804939, 1.075885], [-1.023320, 2.543625, 2.129608], [-1.458508, 2.000463, -1.704553], [-1.803023, 1.521913, -2.469275], [-1.409052, 2.926963, -1.960301], [-1.840137, -0.271652, 0.125007], [-2.542645, -0.135976, 0.766749], [-2.108379, -0.987576, -0.474755]],
  "forces_ev_per_angstrom": [[0.4, -0.9, 0.3], [0.0, -0.1, 0.3], [0.0, -0.1, -0.1], [0.0, -0.1, 0.0], [0.1, 0.0, 0.0], [-0.4, 0.2, -0.1], [-0.1, 0.1, 0.0], [0.0, -0.2, -0.3], [0.4, 0.1, -0.2], [0.0, -0.2, -0.2], [0.2, -0.1, -0.1], [-0.3, 0.1, -0.1], [0.0, 0.0, 0.3], [0.1, -0.3, 0.0], [0.1, 0.0, -0.2], [-0.1, 0.4, -0.2], [0.0, 0.5, 0.6], [-0.1, 0.4, -0.2], [0.0, -0.2, 0.2], [0.1, -0.2, -0.1], [-0.3, 0.3, 0.1], [0.0, 0.0, 0.0], [0.2, -0.2, 0.0], [-0.3, 0.5, -0.2], [0.1, -0.2, 0.1], [0.0, 0.0, 0.0], [-0.7, 0.3, 0.5], [0.1, -0.1, 0.1], [0.5, -0.1, -0.4]],
  "multiplicity": 1,
  "e_above_lowest_ev": 0.246,
  "gap_ha": 0.3223
}

***

Record 8
{
  "formula": "C2H8IN3",
  "method": "ωB97M-V/def2-TZVPD",
  "symbols": ["C", "C", "N", "N", "N", "I", "H", "H", "H", "H", "H", "H", "H", "H"],
  "xyz": [[0.831763, 0.624776, 0.203694], [-0.117667, 0.845094, -2.057253], [0.368239, 0.167999, -1.087974], [0.050091, -0.042234, 1.254849], [0.051396, -1.406565, 1.052729], [-2.016926, -2.028005, 0.861074], [1.933403, 0.384727, 0.205338], [0.519654, 1.730046, 0.333246], [-0.667845, 0.444787, -2.929139], [-0.447937, 1.978485, -1.941731], [0.467175, -0.886327, -0.927888], [0.168353, 0.250208, 2.217319], [-1.685044, -0.083587, 1.017639], [0.545346, -1.979406, 1.798096]],
  "forces_ev_per_angstrom": [[0.2, 3.3, 0.9], [-2.7, 2.0, 0.6], [-0.2, -1.7, 0.3], [-1.5, -0.1, -0.7], [0.2, -2.7, 0.4], [1.3, 1.8, 0.5], [-1.0, 0.6, 0.5], [1.3, -1.5, -0.3], [1.2, -0.6, 0.3], [1.7, -2.1, 0.1], [-0.5, 1.0, -1.8], [0.4, 0.4, 0.1], [0.5, -1.3, 0.0], [-0.9, 0.9, -0.9]],
  "multiplicity": 1,
  "e_above_lowest_ev": 2.924,
  "charge": 2,
  "gap_ha": 0.2995
}

***

Record 9
{
  "formula": "C2H8IN3OS",
  "method": "ωB97M-V/def2-TZVPD",
  "symbols": ["C", "C", "N", "N", "N", "O", "S", "I", "H", "H", "H", "H", "H", "H", "H", "H"],
  "xyz": [[1.901491, -1.725124, -0.625386], [-3.187489, 0.813404, 0.629442], [-1.069753, 2.341241, -0.162513], [1.513790, -0.548145, -0.336846], [-0.122470, 1.814719, 0.813066], [-1.687979, -0.136779, -0.998013], [-2.223120, 1.516600, -0.706706], [-4.796168, -0.405462, 0.093044], [2.881464, -1.905226, -0.270556], [1.478830, -2.506714, -1.225419], [-3.608989, 1.619290, 1.407982], [-2.644596, 0.016115, 1.223359], [2.299551, -0.114047, 0.042856], [-0.783745, -0.164417, -1.442264], [0.180795, 0.938301, 0.404545], [0.563271, 2.544748, 0.830876]],
  "forces_ev_per_angstrom": [[0.9, 1.2, 0.5], [-0.6, -0.1, 3.8], [0.7, 0.4, -0.3], [-2.3, -1.5, -1.9], [-2.2, 0.1, -0.3], [1.1, 0.8, -0.8], [0.7, -1.3, 0.2], [-0.9, -0.2, -0.6], [1.3, -1.1, 0.0], [-1.2, 0.0, 0.0], [1.2, -1.5, -2.1], [0.1, 1.6, -0.7], [1.2, 1.3, 1.3], [-1.5, 0.5, 0.7], [0.7, 0.1, 0.2], [0.6, -0.2, -0.1]],
  "multiplicity": 1,
  "e_above_lowest_ev": 0.303,
  "gap_ha": 0.3157
}